Below is 10 unconnected molecules or ions with the total composition C15H50N6O10 in a non-equilibrium geometry, with properties calculated with ωB97M-V/def2-TZVPD.

For the relative energy (zero: lowest compared OMol25 entry of this formula, charge and spin), the calculation gives 694.9 kJ/mol. The calculation puts the gap between HOMO and LUMO at 8.7 eV. For the max |F|, the calculation gives 8.28 eV/Å. As for the calculated total energy: -1682.28945 a.u. As for the structure (SMILES): NC(N)=O.NC(N)=O.NC(N)=O.CCO.CCO.CCO.CCO.CCO.CO.CO.

Each line ends with the Mulliken charge.
Element x y z (Å)
1 O 0.014 -0.129 -6.274  -0.773
2 O -2.212 -1.582 2.588  -0.663
3 O -0.632 -3.554 -2.722  -0.752
4 O 3.425 0.291 -4.098  -0.641
5 O 2.682 2.932 3.798  -0.544
6 O -0.351 -2.663 -0.277  -0.736
7 O -0.361 1.610 -1.674  -0.413
8 O -1.643 2.119 5.260  -0.573
9 O 3.121 2.209 -0.945  -0.601
10 O 0.675 0.497 5.529  -0.571
11 N -1.639 -2.241 -4.482  -0.456
12 N -0.288 0.065 -3.925  0.287
13 N -2.809 -1.482 0.371  -0.122
14 N 1.165 1.415 -4.919  -0.461
15 N -4.036 -0.363 1.755  -0.267
16 N -2.435 -2.156 -2.400  -0.248
17 C -1.679 1.856 2.790  0.381
18 C -3.036 -1.172 1.578  0.333
19 C 2.422 -1.705 -3.012  -0.085
20 C 0.561 -0.675 4.802  0.782
21 C -2.460 2.190 -0.687  -1.586
22 C -1.478 1.098 -1.081  1.632
23 C 0.293 0.443 -5.043  0.562
24 C -1.520 -2.638 -3.195  0.325
25 C 2.489 1.799 3.051  0.454
26 C 1.696 -1.624 5.142  -1.335
27 C 2.527 1.026 -0.664  -0.419
28 C -2.466 2.033 4.133  -0.653
29 C 0.813 -1.873 -0.175  0.964
30 C 3.262 -1.139 -4.184  -0.821
31 C 0.824 -1.203 1.195  -0.570
32 H 2.345 -2.750 -3.346  0.346
33 H -2.454 -2.298 -1.415  0.398
34 H 3.673 2.500 -0.202  0.345
35 H 4.192 -1.650 -4.216  0.516
36 H -1.086 0.986 2.697  -0.667
37 H 1.617 1.803 -5.803  0.293
38 H 1.825 -0.713 1.319  0.316
39 H -3.055 2.385 -1.555  0.537
40 H -3.324 -1.150 -0.455  0.056
41 H -0.470 -2.933 -1.187  0.102
42 H -1.107 2.908 5.125  0.345
43 H 2.687 -1.184 4.980  0.297
44 H -0.311 2.569 -1.654  0.253
45 H 0.878 -1.125 -0.912  -0.776
46 H 1.237 2.123 -4.138  0.240
47 H -0.762 -0.855 -4.028  0.058
48 H 1.627 -2.483 4.394  0.292
49 H 0.533 -0.359 3.816  -0.538
50 H -2.438 -1.686 -4.816  0.227
51 H -2.375 1.898 1.951  0.025
52 H 2.676 -1.460 -5.028  0.312
53 H -3.065 3.013 4.059  0.324
54 H -3.160 -1.501 -2.746  0.278
55 H -0.403 -1.183 4.889  0.314
56 H 2.565 0.672 -4.265  0.389
57 H -1.107 0.577 -0.163  -0.609
58 H 2.942 0.898 3.520  0.018
59 H -0.165 0.469 -2.919  -0.092
60 H 2.131 0.527 -1.516  0.107
61 H -1.937 -2.062 0.329  0.289
62 H 0.004 1.081 5.208  0.360
63 H 1.421 -1.242 -2.923  -0.164
64 H 1.759 -2.468 -0.235  0.395
65 H -4.508 0.180 1.078  0.180
66 H 2.939 -1.652 -2.077  0.284
67 H -2.085 3.131 -0.197  0.423
68 H -1.124 -2.736 -5.186  0.239
69 H 3.209 0.352 -0.201  0.495
70 H 1.674 -1.835 6.157  0.418
71 H -3.218 1.697 -0.016  0.128
72 H 1.777 1.272 0.077  0.185
73 H -3.272 1.309 4.276  0.193
74 H -0.949 2.659 2.763  0.637
75 H 2.960 1.850 2.029  -0.049
76 H 0.698 -1.894 1.978  0.528
77 H -1.911 0.422 -1.800  -0.433
78 H -4.351 -0.226 2.730  0.267
79 H 0.043 -0.502 1.256  -0.622
80 H 1.420 1.677 3.028  -0.248
81 H 2.879 3.604 3.104  0.357